Density functional theory data (ωB97M-V with the def2-TZVPD basis set) for a 6-piece molecular cluster, C38H41BN5O14 overall in a non-equilibrium geometry.

Results
Highest occupied orbital energy in eV: -3.9398
Frontier orbital gap in eV: 4.12
LUMO in Eh: 0.0065

ORCA input file:
```
! wB97M-V def2-TZVPD RIJCOSX def2/J DEFGRID3
* xyz -1 1
C 0.757 1.587 1.415
C 0.800 0.173 0.892
O -0.516 -0.234 0.525
C -1.407 -0.623 1.450
O -1.166 -0.656 2.653
C -2.708 -0.899 0.777
C -3.850 -0.088 1.388
C -5.131 -0.290 0.579
C -6.242 0.761 0.795
C -5.741 2.152 1.211
O -6.657 3.038 0.598
B -6.887 2.466 -0.737
O -6.814 0.977 -0.480
H 0.226 1.631 2.367
H 0.247 2.230 0.699
H 1.770 1.950 1.590
H 1.343 0.173 -0.055
H 1.304 -0.519 1.564
H -2.638 -0.630 -0.277
H -2.947 -1.966 0.814
H -3.573 0.963 1.435
H -3.994 -0.447 2.409
H -4.897 -0.241 -0.484
H -5.520 -1.277 0.848
H -6.976 0.425 1.534
H -5.873 2.341 2.279
H -4.743 2.380 0.818
H -5.979 2.790 -1.578
H -7.976 2.784 -1.243
C -5.756 -4.819 6.366
C -6.428 -4.693 5.158
C -6.439 -3.479 4.490
C -5.767 -2.412 5.052
C -5.095 -2.510 6.254
C -5.094 -3.729 6.914
N -5.753 -1.124 4.330
O -6.357 -1.067 3.283
O -5.128 -0.214 4.827
H -5.745 -5.771 6.880
H -6.943 -5.542 4.731
H -6.953 -3.360 3.548
H -4.582 -1.652 6.659
H -4.570 -3.827 7.854
C -4.345 3.238 -0.522
C -4.262 4.547 -0.060
C -3.035 5.188 0.020
C -1.904 4.498 -0.374
C -1.960 3.197 -0.843
C -3.193 2.567 -0.913
N -0.586 5.151 -0.252
O -0.536 6.256 0.245
O 0.388 4.505 -0.586
H -5.303 2.733 -0.567
H -5.158 5.065 0.252
H -2.955 6.196 0.395
H -1.056 2.681 -1.129
H -3.256 1.545 -1.260
C 3.835 -0.288 -4.817
C 2.787 -0.602 -3.962
C 3.036 -0.877 -2.628
C 4.342 -0.829 -2.179
C 5.402 -0.525 -3.011
C 5.140 -0.253 -4.343
N 4.611 -1.098 -0.756
O 3.661 -1.371 -0.053
O 5.755 -1.024 -0.368
H 3.640 -0.069 -5.858
H 1.771 -0.630 -4.332
H 2.232 -1.122 -1.950
H 6.409 -0.500 -2.622
H 5.949 -0.010 -5.014
C 2.948 -2.507 2.970
C 3.441 -2.601 4.265
C 3.057 -3.651 5.083
C 2.180 -4.592 4.579
C 1.670 -4.518 3.297
C 2.061 -3.462 2.491
N 1.782 -5.720 5.438
O 2.225 -5.755 6.567
O 1.037 -6.553 4.970
H 3.249 -1.691 2.331
H 4.128 -1.855 4.639
H 3.429 -3.739 6.092
H 0.982 -5.268 2.941
H 1.674 -3.382 1.485
C 9.820 3.658 -7.755
C 10.098 2.613 -8.625
C 9.250 1.519 -8.692
C 8.133 1.503 -7.879
C 7.838 2.528 -7.002
C 8.695 3.614 -6.943
N 7.218 0.350 -7.957
O 7.501 -0.548 -8.715
O 6.230 0.375 -7.252
H 10.483 4.512 -7.709
H 10.975 2.648 -9.255
H 9.449 0.697 -9.361
H 6.957 2.478 -6.380
H 8.481 4.428 -6.264
*
```


Density functional theory data (ωB97M-V with the def2-TZVPD basis set) for C38H41Cl3F5GeN6O6PbS4Se2Te as an isolated structure in a non-equilibrium geometry.

Results
<S²>: 0.7545
Highest occupied orbital energy (alpha / beta) in eV: -3.1767 / -3.1818
Frontier orbital gap (alpha / beta) in eV: 6.39 / 5.18
LUMO (alpha / beta) in Eh: 0.1182 / 0.0736

ORCA input file:
```
! wB97M-V def2-TZVPD RIJCOSX def2/J DEFGRID3
* xyz -2 2
Pb 1.179 0.004 -0.686
O 4.965 -3.730 2.435
C 3.797 -4.419 1.979
C 2.845 -3.438 1.293
C 1.648 -4.243 0.786
O 2.001 -5.208 -0.191
C 2.402 -2.452 2.376
Se 1.014 -1.122 1.993
C 3.627 -2.766 0.136
Se 2.619 -2.247 -1.489
H 5.694 -4.349 2.491
H 3.288 -4.892 2.831
H 4.046 -5.197 1.255
H 0.913 -3.546 0.384
H 1.195 -4.785 1.627
H 2.163 -4.694 -1.003
H 3.259 -1.873 2.723
H 1.993 -2.993 3.231
H 4.404 -3.442 -0.217
H 4.117 -1.870 0.508
O -1.897 -3.941 -4.457
C -1.373 -2.983 -5.269
C -1.524 -3.103 -6.652
C -0.972 -2.174 -7.518
C -0.248 -1.109 -7.006
C -0.100 -0.989 -5.632
C -0.661 -1.898 -4.735
C -0.403 -1.599 -3.267
O 0.564 -0.832 -3.040
N -1.263 -2.120 -2.401
N -1.049 -1.716 -1.105
C -1.835 -2.288 -0.275
S -2.948 -3.558 -0.854
C -3.646 -3.881 0.810
C -2.594 -3.564 1.853
S -1.907 -1.938 1.437
H -2.351 -4.587 -5.002
H -2.085 -3.948 -7.045
H -1.104 -2.292 -8.588
H 0.199 -0.377 -7.670
H 0.463 -0.171 -5.203
H -3.924 -4.937 0.839
H -4.537 -3.267 0.955
H -1.780 -4.290 1.832
H -2.999 -3.486 2.863
N 6.506 4.231 1.474
C 6.967 3.004 1.222
S 8.571 2.587 1.264
C 5.869 2.054 0.916
C 4.771 1.990 1.764
C 3.691 1.225 1.383
N 3.652 0.569 0.222
C 4.718 0.610 -0.575
C 5.864 1.316 -0.252
H 7.169 4.972 1.609
H 5.554 4.457 1.193
H 4.734 2.563 2.684
H 2.797 1.200 2.001
H 4.633 0.073 -1.513
H 6.691 1.377 -0.947
Cl -1.416 5.546 2.406
Ge 0.239 3.993 1.277
Cl 2.414 5.556 0.907
Cl 1.245 3.346 3.236
N -4.586 3.732 -2.541
C -3.588 2.810 -2.233
C -3.828 1.438 -2.285
C -2.803 0.562 -1.962
N -1.566 0.958 -1.654
C -1.330 2.279 -1.675
C -2.297 3.231 -1.925
H -5.527 3.411 -2.399
H -4.419 4.662 -2.194
H -4.812 1.058 -2.545
H -2.981 -0.511 -1.957
H -0.308 2.592 -1.478
H -2.039 4.285 -1.874
O -0.844 1.570 1.415
S -1.851 0.471 1.508
C -3.460 1.257 1.319
C -3.550 2.632 1.468
C -4.783 3.247 1.294
C -5.903 2.486 0.976
C -5.795 1.107 0.817
C -4.564 0.487 0.982
C -2.062 0.205 3.295
C -3.050 -0.640 3.788
C -3.140 -0.852 5.155
C -2.244 -0.229 6.019
C -1.257 0.604 5.512
C -1.156 0.819 4.141
H -2.673 3.221 1.725
H -4.853 4.322 1.416
H -6.866 2.970 0.845
H -6.668 0.519 0.559
H -4.457 -0.583 0.822
H -3.743 -1.132 3.116
H -3.914 -1.501 5.548
H -2.322 -0.396 7.088
H -0.555 1.092 6.179
H -0.396 1.475 3.732
F 1.656 3.575 -2.735
Te 2.559 4.053 -1.104
F 3.738 2.908 -2.108
F 4.328 4.112 -0.236
F 3.285 5.487 -2.050
F 0.938 5.136 -1.232
O 1.826 2.717 -0.137
*
```


Density functional theory data (ωB97M-V with the def2-TZVPD basis set) for a 9-piece molecular cluster, C38H41Cl8N5O10 overall in a non-equilibrium geometry.

Results
Energy above the lowest of the compared OMol25 structures with the same formula, charge and spin in kcal/mol: 0.00
SMILES string: O=[N+]([O-])c1ccccc1.O=[N+]([O-])c1ccccc1.O=[N+]([O-])c1ccccc1.O=[N+]([O-])c1ccccc1.O=[N+]([O-])c1ccccc1.ClCCCl.ClCCCl.ClCCCl.ClCCCl
Highest occupied orbital energy in eV: -9.9635
Frontier orbital gap in eV: 8.98
LUMO in Eh: -0.0360

ORCA input file:
```
! wB97M-V def2-TZVPD RIJCOSX def2/J DEFGRID3
* xyz 0 1
O 2.102 15.388 -2.418
N 1.829 15.725 -3.554
O 2.545 16.435 -4.236
C 0.647 15.175 -4.189
C -0.118 14.235 -3.506
C -1.265 13.734 -4.114
C -1.668 14.201 -5.352
C -0.871 15.106 -6.053
C 0.294 15.563 -5.475
H 0.057 14.046 -2.456
H -1.924 13.055 -3.587
H -2.646 13.977 -5.762
H -1.112 15.378 -7.071
H 0.969 16.142 -6.093
O 0.934 21.512 -0.580
N 0.821 20.736 -1.506
O 1.237 20.959 -2.630
C 0.138 19.454 -1.294
C -0.194 19.066 -0.013
C -0.857 17.876 0.229
C -1.128 17.074 -0.891
C -0.822 17.487 -2.179
C -0.094 18.651 -2.400
H 0.024 19.760 0.790
H -1.003 17.485 1.224
H -1.673 16.146 -0.749
H -1.097 16.928 -3.065
H 0.236 18.880 -3.401
O -4.493 10.367 -0.227
N -4.821 9.405 -0.883
O -4.544 8.255 -0.628
C -5.638 9.621 -2.086
C -5.659 8.683 -3.106
C -6.340 8.990 -4.287
C -7.097 10.147 -4.387
C -7.161 11.027 -3.303
C -6.395 10.770 -2.188
H -5.099 7.759 -3.124
H -6.309 8.330 -5.143
H -7.644 10.379 -5.291
H -7.708 11.958 -3.349
H -6.413 11.488 -1.377
O 5.264 16.962 1.552
N 4.711 15.933 1.871
O 4.087 15.231 1.096
C 4.812 15.486 3.236
C 5.923 15.859 3.980
C 5.994 15.465 5.314
C 5.039 14.621 5.867
C 3.938 14.251 5.090
C 3.869 14.617 3.767
H 6.671 16.538 3.601
H 6.843 15.812 5.887
H 5.172 14.258 6.876
H 3.194 13.585 5.508
H 3.086 14.236 3.126
O -1.010 15.058 2.300
N -0.020 14.843 1.616
O 0.937 15.580 1.497
C -0.004 13.632 0.781
C -1.150 12.829 0.765
C -1.205 11.710 -0.055
C -0.109 11.489 -0.880
C 1.022 12.271 -0.893
C 1.124 13.312 0.028
H -2.006 13.178 1.327
H -2.090 11.096 -0.119
H -0.130 10.683 -1.610
H 1.775 12.068 -1.640
H 2.018 13.918 0.103
Cl 2.138 11.628 -4.472
C 0.766 10.625 -4.981
C 1.106 9.147 -4.918
Cl 1.389 8.632 -3.247
H 0.521 10.944 -5.994
H -0.112 10.887 -4.392
H 1.916 8.890 -5.591
H 0.216 8.583 -5.199
Cl -4.890 11.954 3.162
C -4.986 13.438 2.177
C -4.968 14.666 3.033
Cl -4.891 16.175 2.034
H -5.871 13.326 1.551
H -4.174 13.448 1.451
H -4.007 14.684 3.539
H -5.814 14.804 3.694
Cl 6.444 13.410 -1.696
C 4.997 14.351 -2.196
C 5.365 15.795 -2.434
Cl 6.412 16.001 -3.852
H 4.256 14.263 -1.408
H 4.615 13.922 -3.121
H 5.870 16.257 -1.590
H 4.469 16.362 -2.661
Cl -2.729 14.147 6.889
C -1.578 14.853 5.733
C -2.092 16.153 5.168
Cl -2.132 17.452 6.407
H -1.493 14.099 4.954
H -0.651 15.010 6.277
H -3.128 16.035 4.853
H -1.573 16.558 4.305
*
```


Density functional theory data (ωB97M-V with the def2-TZVPD basis set) for C38H41ClCsN4O4Sb as an isolated structure in a non-equilibrium geometry.

Results
Energy above the lowest of the compared OMol25 structures with the same formula, charge and spin in kcal/mol: 35.79
Highest occupied orbital energy in eV: -2.0033
Frontier orbital gap in eV: 5.74
LUMO in Eh: 0.1373

ORCA input file:
```
! wB97M-V def2-TZVPD RIJCOSX def2/J DEFGRID3
* xyz -2 1
Cs -1.374 0.606 1.068
O -3.088 -1.039 0.575
C -3.434 -2.264 0.748
C -4.389 -2.913 -0.087
C -4.722 -4.242 0.070
C -4.130 -5.020 1.068
C -3.202 -4.413 1.903
C -2.855 -3.071 1.770
C -1.954 -2.445 2.777
N -0.775 -2.767 3.108
C -0.069 -3.772 2.332
C 1.371 -3.330 2.111
N 1.398 -2.030 1.449
C 1.993 -1.871 0.336
C 2.872 -2.781 -0.437
C 3.929 -3.464 0.149
C 4.816 -4.232 -0.599
C 4.629 -4.291 -1.983
C 3.602 -3.605 -2.599
C 2.660 -2.820 -1.859
O 1.710 -2.183 -2.412
H -4.842 -2.318 -0.874
H -5.450 -4.691 -0.598
H -4.388 -6.065 1.190
H -2.736 -4.987 2.697
H -2.381 -1.601 3.332
H -0.059 -4.711 2.897
H -0.536 -3.970 1.362
H 1.850 -3.230 3.091
H 1.886 -4.111 1.547
H 1.880 -0.882 -0.111
H 4.072 -3.379 1.223
H 5.629 -4.763 -0.121
H 5.314 -4.878 -2.589
H 3.477 -3.638 -3.677
Cl -6.377 4.540 4.340
C -4.827 4.034 3.681
C -4.317 4.683 2.541
C -3.116 4.306 2.015
C -2.312 3.243 2.581
O -1.230 2.894 2.051
C -2.870 2.618 3.760
C -2.165 1.591 4.504
O -1.028 1.187 4.338
C -4.118 3.027 4.266
H -4.892 5.482 2.087
H -2.714 4.798 1.138
H -2.765 1.161 5.338
H -4.510 2.530 5.147
N 1.660 1.752 3.054
C 2.392 2.806 2.623
C 2.595 3.958 3.362
C 3.425 4.987 2.884
C 4.058 4.910 1.674
C 3.846 3.766 0.864
C 4.409 3.607 -0.423
C 4.128 2.495 -1.159
C 3.267 1.517 -0.616
N 2.732 1.626 0.573
C 3.011 2.724 1.321
H 0.903 1.885 3.708
H 1.485 1.046 2.356
H 2.104 4.060 4.322
H 3.564 5.867 3.502
H 4.703 5.706 1.322
H 5.062 4.382 -0.810
H 4.543 2.353 -2.149
H 3.012 0.625 -1.182
C -1.414 2.395 -4.669
C -1.542 2.000 -3.200
Sb -0.234 0.410 -2.422
C -1.380 -1.264 -3.166
C -2.321 -1.031 -4.345
C 1.276 0.567 -3.976
C 1.038 -0.192 -5.275
H -2.091 3.218 -4.925
H -1.650 1.561 -5.332
H -0.401 2.725 -4.907
H -2.567 1.696 -2.973
H -1.335 2.862 -2.560
H -1.946 -1.607 -2.296
H -0.639 -2.036 -3.373
H -3.012 -0.205 -4.162
H -2.929 -1.922 -4.533
H -1.775 -0.809 -5.264
H 2.174 0.183 -3.492
H 1.437 1.633 -4.165
H 0.851 -1.249 -5.077
H 1.914 -0.133 -5.930
H 0.188 0.205 -5.831
*
```


| no. | molecular weight (g/mol) |
| --- | --- |
| 1 | 802.58 |
| 2 | 1572.73 |
| 3 | 1011.40 |
| 4 | 907.89 |